# 1
This record from OMol25 describes a structure of composition C2H2N2O3 in a non-equilibrium geometry. The level of theory is wB97M-V/def2-TZVPD.

Output
* HOMO-LUMO gap: 0.3545 Ha
* E: -412.41963 Eh
* strongest force on any atom: 7.14 eV Å⁻¹
* relative energy (zero: lowest compared OMol25 entry of this formula, charge and spin): 607.4 kJ/mol

Each line ends with the natural charge from an NBO analysis.
Geometry (Å):
C1 -0.233118 1.495319 0.123897  0.40
C2 -0.693603 -0.468464 -0.022603  0.65
H1 2.817858 -0.677577 0.303146  0.48
H2 -0.211055 2.460824 0.225612  0.17
N1 0.725681 -0.318148 -0.535886  0.08
N2 -1.305155 0.784559 0.455140  -0.45
O1 1.533326 -0.978525 0.532867  -0.55
O2 0.822821 0.996316 -0.409173  -0.30
O3 -1.479917 -1.418948 -0.195107  -0.49

Cartesian forces (eV/Å) of the 3 atoms listed first:
C -4.9 -3.2 1.7
C -6.1 -3.6 -0.6
H -5.9 -1.3 0.6

# 2
This record from OMol25 describes a cluster of 2 separate species, C2H2N2O3 in total in a non-equilibrium geometry. The level of theory is wB97M-V/def2-TZVPD.

Output
* HOMO-LUMO gap: 0.3725 Ha
* E: -412.47799 Eh
* SMILES: N#CC=O.O=NO
* strongest force on any atom: 3.87 eV Å⁻¹
* relative energy (zero: lowest compared OMol25 entry of this formula, charge and spin): 454.2 kJ/mol

Each line ends with the natural charge from an NBO analysis.
Geometry (Å):
N1 -1.499034 -1.193828 -0.173394  -0.21
C1 -1.634929 -0.096147 -0.463950  0.15
C2 -1.853821 1.275802 -0.245305  0.34
O1 -1.875825 1.800613 0.839315  -0.42
H1 -2.283613 1.749249 -1.184334  0.14
O2 0.570583 0.585544 0.025156  -0.34
N2 1.434706 0.061326 0.695826  0.35
O3 1.823165 -1.120205 0.230362  -0.49
H2 2.650775 -1.330874 0.727453  0.49

Cartesian forces (eV/Å) of the 3 atoms listed first:
N -0.3 -1.1 -0.6
C 0.4 -1.9 1.4
C -2.5 2.7 -1.0

# 3
This record from OMol25 describes the molecule C2H2N2O3 in a non-equilibrium geometry. The level of theory is wB97M-V/def2-TZVPD.

Output
* HOMO-LUMO gap (spin up / spin down): 0.3123 / 0.3218 Ha
* E: -412.48061 Eh
* SMILES: O=c1[nH]c[n+]([O-])o1
* strongest force on any atom: 8.29 eV Å⁻¹
* relative energy (zero: lowest compared OMol25 entry of this formula, charge and spin): 447.3 kJ/mol

Each line ends with the natural charge from an NBO analysis.
Geometry (Å):
O1 1.139655 2.027290 0.734066  -0.55
C1 0.604635 1.034692 0.427037  0.85
N1 -0.674841 0.817962 -0.075652  -0.64
C2 -0.888083 -0.531754 -0.337912  -0.01
N2 0.549475 -1.192840 0.003826  0.35
O2 0.860680 -2.347571 0.127567  -0.36
O3 1.260037 -0.138894 0.525765  -0.33
H1 -1.152247 1.482714 -0.677285  0.43
H2 -1.699311 -1.151598 -0.727412  0.25

Cartesian forces (eV/Å) of the 3 atoms listed first:
O 0.6 2.3 0.4
C -1.1 -0.8 -0.7
N -0.5 -1.2 -0.6